33
Properties=species:S:1:pos:R:3:forces:R:3:mulliken_charge:R:1 method="wB97M-V/def2-TZVPD" total_charge=+2 s2=16.790 multiplicity=8 lumo_ev="-10.24 / -8.80" e_tot_ev=-42196.125
C 3.0134 -1.8033 0.3451 1.6 0.0 -1.4 -1.5926
C 2.7384 -0.4581 0.0620 -1.0 -0.2 -0.8 0.5063
C 1.5213 0.0371 -0.8023 2.2 -1.9 -0.6 -0.6688
B 0.3301 0.5059 0.2381 3.8 2.1 1.7 -0.3269
N 0.7950 0.0667 1.6360 -2.4 -0.6 -0.7 -0.5942
C 0.0836 2.1206 0.3276 -1.6 0.7 -1.2 0.4470
C 0.0346 2.8927 -1.0500 -0.6 0.4 0.6 -1.3173
F 1.0474 2.7514 1.1681 -0.4 -0.7 -0.5 -0.3795
Si -1.4128 -0.4119 -0.0416 -3.6 -1.6 0.4 1.0116
C -2.2709 -0.4637 1.6931 1.3 0.4 0.0 -1.0618
C -1.2255 -2.2520 -0.5756 -0.1 -0.4 0.2 -1.0073
C -2.6168 0.5168 -1.1913 -0.2 0.4 -0.3 -1.1448
H 3.9181 -2.0871 0.9970 -1.5 0.4 -0.1 0.2591
H 2.3808 -2.6513 -0.0655 0.2 0.9 0.8 0.3775
H 3.4348 0.3420 0.4251 -0.8 -0.9 -0.1 0.4937
H 1.2451 -0.8247 -1.4745 0.1 0.8 0.5 0.4161
H 1.9304 0.8531 -1.4516 -0.6 -0.4 0.6 0.3896
H 0.5484 -0.9211 1.7954 0.8 0.3 0.4 0.2337
H 0.2944 0.6186 2.3463 0.6 -0.3 0.0 0.3016
H -0.9270 2.2769 0.8191 1.1 0.1 -0.2 0.2837
H 0.6248 3.8426 -0.9087 -0.5 -1.0 -0.4 0.3455
H -1.0324 3.1974 -1.2569 1.2 -0.2 0.2 0.3268
H 0.3626 2.2990 -1.9391 0.0 0.6 0.8 0.2577
H -3.3774 -0.5998 1.6270 1.0 0.1 0.1 0.3976
H -1.7571 -1.2779 2.2781 -0.9 0.6 -0.4 0.2862
H -1.9984 0.5068 2.2039 -0.7 -0.9 -0.3 0.2855
H -1.6415 -2.4179 -1.6073 0.8 0.1 0.9 0.3502
H -1.8705 -2.8687 0.1193 0.7 0.7 -0.6 0.3705
H -0.1760 -2.6452 -0.4577 -1.0 0.2 -0.4 0.0462
H -3.2251 -0.2213 -1.7922 0.7 0.7 0.6 0.3886
H -2.1486 1.2525 -1.8903 -0.4 -0.7 0.5 0.3195
H -3.3380 1.0721 -0.5305 0.7 -0.4 -0.6 0.3170
Gd 4.7148 -3.2484 -1.0464 -0.5 0.7 0.3 1.6822

43
Properties=species:S:1:pos:R:3:forces:R:3:mulliken_charge:R:1 method="wB97M-V/def2-TZVPD" total_charge=+1 s2=8.756 multiplicity=6 lumo_ev="-5.89 / -5.94" e_tot_ev=-338896.811
Mn -3.1126 2.4349 -1.4610 1.5 -1.9 0.2 1.2890
C -0.9535 0.3182 -0.5969 0.5 0.2 0.5 0.1279
O -2.1776 0.9387 -0.8140 -1.2 1.3 -0.2 -0.5869
H -0.9761 -0.7359 -0.8864 -0.1 0.0 -0.1 0.2719
H -0.1156 0.7963 -1.1320 -0.2 -0.1 -0.2 -0.2271
H -0.6751 0.3890 0.4652 -0.2 -0.2 0.0 0.0305
Br -1.6252 -1.3952 3.3530 0.2 0.0 0.1 -0.1588
C 0.2562 -1.8986 3.5320 0.0 0.1 -0.3 -0.4950
C 0.6417 -2.5721 2.2399 0.3 -0.3 0.1 -0.2876
Br 2.5682 -2.9396 2.2048 -0.2 0.1 0.0 -0.1659
H 0.3595 -2.5404 4.3987 -0.1 -0.1 0.0 0.4256
H 0.8307 -0.9902 3.6842 -0.1 0.1 0.1 0.2989
H 0.4342 -1.9514 1.3760 0.0 0.1 0.0 -0.0267
H 0.1405 -3.5286 2.1351 0.0 0.0 -0.1 0.4151
Br 4.1323 1.1847 -2.6513 -0.5 0.0 0.1 -0.1415
C 3.5556 -0.0923 -1.2776 1.0 0.2 0.2 -0.2158
C 3.7744 -1.5178 -1.7104 -0.1 -0.3 -0.1 -0.5098
Br 5.6404 -1.9153 -2.0727 -0.1 0.1 0.0 -0.1078
H 2.5380 0.1402 -0.9756 -0.1 -0.1 -0.3 0.0007
H 4.2115 0.1270 -0.4377 -0.1 0.0 0.0 0.3867
H 3.2197 -1.7772 -2.6072 0.0 0.0 0.0 0.3882
H 3.5035 -2.2028 -0.9090 -0.1 0.1 0.0 0.2118
C -3.4127 -2.8857 -0.6361 0.4 -0.3 -0.1 -0.6365
N -3.2625 -2.3303 -2.0122 -0.6 0.0 0.1 0.9433
O -4.1102 -1.5366 -2.3794 0.2 0.1 0.1 -0.5590
O -2.3305 -2.7082 -2.6775 0.4 0.0 -0.1 -0.5246
H -2.9270 -3.8560 -0.6131 -0.1 0.0 -0.1 0.2966
H -4.4695 -2.9626 -0.4219 0.0 0.2 0.2 0.2793
H -2.8609 -2.2246 0.0292 -0.3 0.2 0.1 0.2154
C 0.1120 2.3692 2.8701 -0.4 -0.1 0.5 -0.2165
N -1.1894 2.5103 3.5939 -0.2 -0.2 0.2 0.8948
O -2.1588 1.9343 3.1399 0.0 0.2 -0.4 -0.5188
O -1.1733 3.1172 4.6382 0.1 0.2 0.0 -0.5204
H 0.7531 3.1483 3.2606 0.2 0.0 -0.2 0.3212
H -0.0673 2.4105 1.8033 0.0 0.1 0.0 0.0244
H 0.4433 1.3750 3.1636 0.2 0.1 -0.1 -0.0041
C 0.5388 3.2231 -2.3522 -0.3 0.0 0.0 -0.5540
N -0.4850 2.7864 -3.3568 -0.3 0.9 0.8 0.8808
O -1.6680 2.6302 -2.9722 -0.2 0.3 -0.2 -0.5313
O -0.1663 2.7315 -4.4879 0.1 -0.5 -0.5 -0.3974
H 0.0935 3.3047 -1.3678 -0.2 -0.2 0.0 0.2592
H 0.8339 4.2060 -2.7093 0.4 -0.1 0.0 0.3255
H 1.3361 2.4857 -2.3693 0.2 0.2 -0.2 0.0987

38
Properties=species:S:1:pos:R:3:forces:R:3:mulliken_charge:R:1 method="wB97M-V/def2-TZVPD" total_charge=0 lumo_ev=-0.09 e_tot_ev=-95307.572
Sr -0.1199 0.1078 0.4401 -4.1 4.1 -8.5 2.3883
Br 1.9835 -0.7255 0.8323 9.3 -3.6 1.7 -0.7795
N -0.4360 -0.8471 3.0279 -0.7 1.0 2.4 1.2038
O -0.6665 -0.0161 2.1498 -3.4 2.8 11.3 -0.7845
O -1.0271 -0.6894 4.0749 -0.7 -0.7 2.2 -0.7501
O 0.3650 -1.6695 2.7617 1.3 -3.6 0.8 -0.6435
C -2.9497 -1.0539 1.5790 -0.7 -0.8 -0.4 -0.8108
O -1.7553 -1.2207 0.8228 -3.1 -2.9 -1.7 -0.6468
C -2.0227 -1.7707 -0.4761 0.3 -0.2 -0.3 -0.8953
C -0.7358 -2.0878 -1.3356 0.0 0.2 1.3 -0.4739
O 0.2885 -1.0988 -1.1861 1.0 -6.3 -5.0 -0.0930
C 1.4479 -1.5073 -2.0014 -0.1 0.8 0.7 -1.0947
H -3.4178 -2.0375 1.6160 -0.1 -0.1 0.6 0.2997
H -3.6799 -0.4431 1.0481 0.1 0.5 -0.1 0.3106
H -2.7257 -0.6344 2.5598 0.0 -0.3 -0.3 0.3232
H -2.6584 -1.0832 -1.0339 -0.3 0.1 0.0 0.3873
H -2.5395 -2.7125 -0.2917 -0.2 -0.1 -0.5 0.4377
H -0.9097 -2.0762 -2.4116 -0.9 -0.7 0.0 0.4560
H -0.3464 -3.0411 -0.9782 0.1 -0.2 -0.3 0.3999
H 2.0194 -2.3020 -1.5218 -0.4 0.0 0.1 0.2769
H 2.0918 -0.6281 -2.0241 0.0 -0.2 0.0 0.2668
H 1.1890 -1.7658 -3.0282 -0.5 -0.1 0.0 0.3780
C 0.0748 0.8421 -2.7754 -1.3 0.3 -0.8 -0.8846
O 0.3936 0.9974 -1.4029 2.2 5.3 -5.5 0.0924
C 1.0494 2.2627 -1.1437 0.4 -0.4 1.6 -0.4486
C 1.8209 2.1563 0.1774 -0.4 0.6 0.1 -0.9020
O 0.8915 1.7783 1.2967 2.1 4.5 -1.9 -0.3534
C 1.2493 2.0957 2.6048 1.6 0.1 0.3 -0.9413
H 0.8376 0.9005 -3.5518 0.9 -0.1 0.6 0.3263
H -0.6270 1.6111 -3.0981 -0.4 0.1 0.2 0.3014
H -0.3970 -0.1371 -2.8577 -0.1 0.5 -0.3 0.1884
H 0.3729 3.1113 -1.0424 -0.6 -0.2 -0.3 0.2974
H 1.8348 2.5612 -1.8381 -0.2 -0.5 -0.6 0.4016
H 2.2844 3.1428 0.1830 -0.4 0.6 1.2 0.5442
H 2.6924 1.5112 0.0652 -0.5 -0.5 0.5 0.2969
H 1.6431 3.1106 2.6595 -0.3 0.3 0.2 0.3361
H 2.0853 1.4348 2.8340 0.0 -0.2 0.6 0.3327
H 0.3997 1.9241 3.2657 0.1 0.1 -0.2 0.2564

39
Properties=species:S:1:pos:R:3:forces:R:3:mulliken_charge:R:1 method="wB97M-V/def2-TZVPD" total_charge=+1 s2=6.010 multiplicity=5 lumo_ev="-4.27 / -4.10" e_tot_ev=-85819.033
Cr -0.0116 1.5966 -1.0033 0.6 -1.6 1.4 1.1620
F 0.2779 0.5257 0.6309 -0.3 1.1 -1.3 -0.8293
C -0.0447 5.2437 1.1482 0.1 0.7 0.4 -1.1750
C 0.3676 3.8113 0.9966 -0.7 -0.3 0.9 0.9597
O 0.5909 3.3406 -0.1581 -0.6 -0.5 -1.2 -0.8245
N 0.3523 2.9742 2.0245 0.3 1.2 -1.1 0.1116
C 0.3334 3.3379 3.4421 -0.3 -1.1 -0.3 -1.0087
H -0.6660 5.5490 0.3089 0.1 -0.2 -0.1 0.3320
H 0.7659 5.9728 1.2063 0.3 -0.4 -0.2 0.3247
H -0.6087 5.4319 2.0624 -0.1 -0.4 0.0 0.3999
H 0.4038 2.0066 1.6873 0.3 -0.2 0.7 0.2403
H -0.6948 3.2966 3.7993 0.1 0.1 0.2 0.3389
H 0.7922 4.2959 3.6564 0.0 0.0 -0.2 0.4066
H 0.9105 2.5378 3.9039 -0.1 0.3 0.5 0.3090
C 0.4678 -2.7040 -4.9465 -1.1 -1.8 -0.3 -0.6341
O 0.2243 -1.5559 -4.1632 0.3 1.8 1.6 -0.3283
P -0.3478 -1.5547 -2.6770 -0.2 -1.7 -1.8 0.7340
O -0.5242 -0.1942 -2.0987 0.5 0.9 0.1 -0.1885
O -1.7155 -2.3439 -2.8266 0.6 0.8 0.6 -0.2865
C -2.9029 -1.6789 -3.3309 0.0 -0.2 0.3 -0.6965
O 0.5825 -2.5670 -1.9050 -0.2 0.8 -0.3 -0.2535
C 0.4030 -2.6987 -0.4953 -0.3 0.1 1.6 -0.3927
H 1.3877 -2.6656 -5.5231 0.1 0.4 0.4 0.2677
H -0.3625 -2.8506 -5.6489 0.2 0.4 0.0 0.2651
H 0.4229 -3.6028 -4.3218 0.5 0.1 0.0 0.3110
H -3.0932 -2.1038 -4.3128 -0.3 0.0 0.1 0.2662
H -2.8194 -0.5952 -3.4098 0.4 0.0 0.0 0.3208
H -3.6671 -1.8955 -2.5879 -0.2 -0.1 -0.4 0.2606
H -0.5955 -3.0682 -0.2616 0.0 -0.1 -0.2 0.3650
H 0.5498 -1.7606 0.0461 -0.2 0.3 -0.5 -0.1164
H 1.1227 -3.3703 -0.0303 0.1 -0.3 -0.8 0.3485
Cl -0.4337 -1.1816 4.6487 0.3 -0.2 0.2 -0.1848
C 0.2566 -1.5577 3.0591 0.4 0.5 -0.9 -0.1734
C 1.7726 -1.5180 2.9167 -0.5 -0.6 1.2 -0.2791
Cl 2.4944 -2.9183 3.8176 0.0 0.5 -0.3 -0.1964
H -0.1087 -0.7589 2.4117 -0.2 -0.3 -0.2 -0.0496
H -0.0816 -2.5355 2.7247 -0.3 0.1 0.1 0.3595
H 2.1703 -0.6005 3.3394 0.2 0.0 -0.1 0.3068
H 2.0287 -1.6401 1.8701 0.1 0.1 0.0 0.2274